Molecular formula: C54H56CsGeN8O6PSe2
Method: DFT, ωB97M-V/def2-TZVPD

Structure (XYZ):
```
129
Properties=species:S:1:pos:R:3:forces:R:3:lowdin_charge:R:1
Cs -2.10055 0.78142 -0.89196 2.287 0.524 -0.236 1.6221
Se 0.32131 5.68473 -2.06193 0.049 0.052 -0.015 0.1460
P 2.29306 5.26857 -2.75041 0.000 -0.100 0.011 -0.0179
Se 2.67378 3.43410 -3.81823 0.027 0.133 0.008 0.1895
C 2.93761 6.64111 -3.79044 0.006 -0.029 -0.041 -0.4213
C 4.29606 6.69377 -4.09593 0.019 -0.049 -0.013 -0.1141
C 4.79612 7.70029 -4.90315 0.017 0.024 -0.018 -0.1011
C 3.93892 8.66107 -5.42963 0.023 0.002 -0.004 -0.1166
C 2.58610 8.60665 -5.13687 -0.024 0.025 -0.011 -0.1007
C 2.08799 7.60289 -4.31454 -0.033 0.002 0.063 -0.1155
C 3.43519 5.37670 -1.31307 -0.047 -0.081 0.029 -0.4066
C 3.86123 4.22384 -0.66510 0.006 -0.010 -0.067 -0.1037
C 4.64193 4.30645 0.47904 0.014 -0.014 0.005 -0.0967
C 5.01314 5.54404 0.98164 0.008 0.008 0.018 -0.1084
C 4.59189 6.70084 0.33804 0.020 0.015 0.015 -0.1004
C 3.80265 6.61612 -0.79709 -0.051 0.061 0.000 -0.1025
H 4.95868 5.93033 -3.70579 -0.004 -0.015 0.007 0.1025
H 5.85534 7.73274 -5.12868 0.009 0.008 -0.010 0.0921
H 4.32763 9.44652 -6.06683 0.008 0.009 -0.008 0.0877
H 1.91132 9.34966 -5.54462 -0.005 0.012 -0.008 0.0926
H 1.03648 7.55392 -4.05606 -0.012 0.007 -0.013 0.0464
H 3.57958 3.26152 -1.07763 -0.011 -0.012 0.005 0.0553
H 4.95688 3.39868 0.97836 0.010 -0.013 0.012 0.0880
H 5.62496 5.60880 1.87362 0.005 0.001 0.008 0.0899
H 4.87215 7.67292 0.72562 0.008 0.012 0.012 0.0919
H 3.45712 7.52171 -1.28149 -0.006 -0.002 -0.005 0.1065
N -0.64033 1.97365 -3.39308 0.031 0.131 -0.051 0.0172
N -1.63564 1.20679 -4.01835 -0.103 -0.055 -0.070 -0.0324
C -2.92982 1.32655 -3.62936 -0.047 0.306 -0.265 -0.5537
N -3.73132 0.32588 -4.02408 -0.017 -0.094 0.060 0.1940
N -3.22945 2.38295 -2.86361 -0.339 0.308 -0.777 0.0042
N -4.50081 2.51206 -2.38482 0.731 -0.028 -0.280 -0.4811
O -4.61690 3.26982 -1.45019 -0.123 0.350 0.370 0.0425
O -5.45700 1.91943 -2.88092 -0.611 -0.373 -0.351 -0.0081
H -0.17577 2.59353 -4.05130 -0.088 -0.085 0.100 0.0314
H 0.05886 1.36253 -2.98421 0.003 -0.089 -0.147 0.0374
H -1.38755 0.27041 -4.34277 -0.015 0.049 0.037 0.1166
H -3.26795 -0.55662 -4.24905 -0.025 0.021 0.023 0.0835
H -4.69170 0.38235 -3.71595 0.128 -0.023 -0.087 0.0827
C -0.13310 3.85188 3.20710 -0.002 0.047 0.044 -0.0127
C 0.71080 2.79204 2.58644 0.098 -0.033 -0.037 -0.2971
C 2.07571 2.59522 2.51173 -0.132 0.027 0.014 0.0002
C 2.23471 1.44847 1.70777 0.127 0.005 -0.004 -0.3519
N 1.05910 0.97277 1.32500 -0.135 -0.102 0.086 0.0855
N 0.15580 1.79469 1.87999 -0.163 0.266 -0.001 0.0429
C 3.50353 0.80169 1.25976 0.125 -0.053 0.038 -0.0379
H 0.22213 4.10395 4.20675 0.017 0.002 -0.010 0.0731
H -1.16747 3.51608 3.27934 -0.018 -0.017 -0.008 0.0703
H -0.11742 4.75722 2.59888 0.008 0.016 -0.008 0.0850
H 2.84389 3.21051 2.94598 0.060 0.034 0.016 0.0974
H -0.84088 1.69181 1.70485 -0.089 -0.136 0.091 0.0790
H 4.26416 0.85381 2.04088 0.000 0.018 0.027 0.0737
H 3.90340 1.29171 0.36872 -0.007 -0.014 0.016 0.0567
H 3.34012 -0.24518 1.00430 -0.030 0.018 0.003 0.0686
O -1.72293 -1.84440 -4.23702 -0.144 0.055 -0.393 -0.0681
C -1.39748 -2.09287 -3.05106 -0.184 -0.144 -0.048 -0.6897
O -1.17742 -1.24042 -2.17051 0.455 -0.741 -0.353 -0.3266
C -1.30557 -3.56965 -2.65121 0.140 -0.099 -0.147 -0.1760
C -0.93586 -3.79030 -1.18636 -0.085 0.047 0.027 -0.2615
Ge 0.95562 -3.67627 -0.71598 0.022 0.166 -0.126 1.0361
C 1.91812 -2.14772 -1.46425 0.111 0.053 0.017 -0.2413
C 3.03961 -2.33869 -2.27043 0.021 -0.065 -0.055 -0.1104
C 3.73930 -1.25843 -2.79775 -0.010 0.007 0.016 -0.0921
C 3.33354 0.03793 -2.51823 0.016 -0.047 0.002 -0.1019
C 2.23185 0.24652 -1.70028 -0.027 -0.078 -0.105 -0.1144
C 1.53258 -0.83389 -1.18515 -0.075 -0.055 -0.027 -0.1367
C 1.10661 -3.65235 1.23992 -0.001 -0.008 0.016 -0.2465
C 1.19254 -4.83215 1.97931 0.035 -0.019 -0.018 -0.1140
C 1.27987 -4.80635 3.36510 -0.029 -0.001 0.010 -0.1168
C 1.26745 -3.59300 4.04002 -0.005 0.014 0.015 -0.1155
C 1.16599 -2.41041 3.32068 0.012 -0.048 0.013 -0.0835
C 1.09214 -2.44352 1.93477 -0.097 0.105 0.032 -0.0870
C 1.86325 -5.30940 -1.32613 0.021 -0.021 0.032 -0.2696
C 1.28019 -6.16009 -2.26248 -0.056 -0.039 -0.014 -0.0961
C 1.93423 -7.30346 -2.70478 -0.007 -0.005 -0.004 -0.0983
C 3.19092 -7.61877 -2.21202 0.020 -0.025 -0.007 -0.1116
C 3.78722 -6.78726 -1.27386 0.000 -0.010 -0.002 -0.1000
C 3.12622 -5.64772 -0.83918 0.047 0.033 0.023 -0.1219
H -0.59848 -4.01993 -3.35571 0.007 -0.041 0.066 0.0969
H -2.27138 -4.03038 -2.87909 -0.017 0.072 -0.003 0.1110
H -1.30316 -4.75300 -0.81908 0.043 -0.041 -0.009 0.0697
H -1.42751 -3.01624 -0.59438 -0.051 -0.053 0.057 0.0677
H 3.37103 -3.34286 -2.51168 -0.007 -0.026 0.013 0.0844
H 4.59745 -1.43253 -3.43588 0.015 -0.012 -0.009 0.0926
H 3.85632 0.89095 -2.93324 0.000 -0.001 -0.013 0.0492
H 1.91855 1.26002 -1.47709 -0.030 0.021 0.033 0.0883
H 0.67144 -0.63218 -0.56536 0.064 -0.071 -0.015 0.0470
H 1.20355 -5.79077 1.47133 0.003 -0.002 -0.029 0.0945
H 1.35056 -5.73620 3.91719 0.002 -0.008 0.018 0.0940
H 1.33052 -3.57012 5.12126 -0.001 -0.005 0.020 0.0948
H 1.14185 -1.45220 3.82461 0.010 0.013 0.038 0.1042
H 1.00644 -1.49396 1.41883 0.067 -0.009 -0.075 0.0663
H 0.29686 -5.93335 -2.65786 0.001 0.005 0.013 0.0873
H 1.45956 -7.94569 -3.43641 -0.001 -0.015 -0.011 0.0950
H 3.70432 -8.50815 -2.55662 0.005 -0.008 -0.002 0.0914
H 4.76835 -7.02532 -0.88164 0.017 -0.008 0.005 0.0945
H 3.60523 -5.00923 -0.10435 -0.004 0.024 0.007 0.1067
C -2.54295 -4.91370 4.58512 0.033 0.007 0.002 -0.0501
C -3.54000 -4.47765 3.54249 0.012 0.036 0.041 -0.2304
C -4.16884 -5.44296 2.76731 -0.035 0.006 -0.016 -0.0754
C -5.05248 -5.07384 1.76238 0.009 0.023 0.029 -0.1007
C -5.35239 -3.74055 1.57596 -0.015 0.005 0.041 -0.0290
C -4.74841 -2.75603 2.36339 -0.188 -0.043 -0.022 -0.2021
N -5.10513 -1.42791 2.10397 0.110 -0.022 -0.230 0.0988
C -5.12606 -0.39532 3.03497 -0.289 -0.032 0.007 -0.2273
C -5.74163 -0.57902 4.27597 0.041 0.034 -0.025 -0.0444
C -5.81998 0.46487 5.18025 0.001 0.002 -0.007 -0.1059
C -5.29591 1.71241 4.85821 -0.027 -0.022 0.035 -0.1038
C -4.66725 1.88652 3.63559 0.061 -0.011 0.012 -0.0249
C -4.57192 0.84924 2.71862 -0.071 0.112 0.045 -0.0710
C -3.77526 1.02614 1.44352 -0.247 -0.250 0.780 -0.7009
O -4.20951 0.46456 0.40672 -1.404 -0.024 0.939 -0.2967
O -2.69080 1.64583 1.56627 -0.306 0.393 0.616 -0.2231
C -3.79228 -3.11502 3.32120 0.147 -0.127 0.009 -0.1498
C -2.96692 -2.06932 4.02015 0.079 -0.015 0.051 -0.0115
H -2.62106 -5.98724 4.75835 0.008 -0.011 -0.008 0.0700
H -2.69886 -4.40320 5.53653 -0.027 0.017 0.017 0.0800
H -1.51864 -4.69910 4.26988 0.007 0.006 -0.018 0.0643
H -3.94516 -6.48879 2.94075 0.002 -0.025 -0.002 0.0966
H -5.52086 -5.82500 1.13919 -0.004 -0.028 -0.004 0.0932
H -6.06820 -3.42660 0.82767 -0.025 -0.004 -0.026 0.1098
H -4.97278 -1.09275 1.15237 0.058 0.037 0.070 0.1179
H -6.15783 -1.55226 4.50594 -0.018 -0.017 0.034 0.1161
H -6.30414 0.30669 6.13701 -0.001 0.008 0.006 0.0913
H -5.36536 2.53427 5.55892 -0.001 0.013 0.016 0.0885
H -4.20869 2.83238 3.37836 0.014 0.025 -0.010 0.1145
H -3.43842 -1.69968 4.93488 0.028 -0.014 0.006 0.0872
H -2.81156 -1.20350 3.37620 0.012 -0.037 0.030 0.0896
H -1.98587 -2.46507 4.27723 0.026 -0.019 0.001 0.0651
```
Forces are in eV/Å.

Calculated values
Frontier orbital gap ... 6.170 eV
Total energy ... -278162.0553 eV
Net charge ... -2
2S+1 ... 1
Molecular weight ... 1307.5 u
ΔE to the lowest compared entry with this formula, charge and spin ... 93.5 kJ/mol